Here is an isolated molecule of C2H5INOP at a distorted geometry from OMol25. Energies are from ωB97M-V with the def2-TZVPD basis set.

XYZ file:
```
11
C2H5INOP, DFT ωB97M-V with the def2-TZVPD basis set
C 0.82 -0.80 0.73
C 0.47 -0.02 -0.62
N -0.85 -0.39 -0.93
O 0.56 1.41 -0.35
P -2.06 1.19 0.07
I -4.16 0.53 -0.83
H -0.02 -0.59 1.55
H 1.92 -0.48 0.98
H 0.91 -1.91 0.61
H 1.10 -0.35 -1.43
H 1.31 1.39 0.19
```

## Properties
Multiplicity: 3
Kohn-Sham gap (alpha / beta) (eV): 8.12 / 7.17
Net charge: 0
E_tot (hartree): -848.10108
<S²>: 2.012
LUMO level (alpha / beta) (eV): 0.0449 / -1.7803